{
  "formula": "C9H19ClNO",
  "method": "ωB97M-V with the def2-TZVPD basis set",
  "elements": ["Cl", "C", "C", "C", "C", "C", "C", "N", "O", "C", "C", "C", "H", "H", "H", "H", "H", "H", "H", "H", "H", "H", "H", "H", "H", "H", "H", "H", "H", "H", "H"],
  "xyz": [[29.299, 20.571, 9.127], [32.929, 17.386, 9.031], [31.756, 16.933, 8.117], [32.303, 15.646, 7.454], [31.302, 14.824, 6.687], [30.106, 14.417, 7.555], [29.506, 15.644, 8.333], [30.590, 16.448, 8.943], [30.200, 17.439, 9.866], [28.754, 16.548, 7.425], [28.641, 15.084, 9.488], [31.442, 17.988, 7.041], [33.785, 17.733, 8.452], [33.152, 16.552, 9.695], [32.666, 18.262, 9.624], [33.128, 16.036, 6.858], [32.778, 14.896, 8.086], [31.766, 13.867, 6.446], [31.013, 15.270, 5.735], [30.416, 13.562, 8.155], [29.352, 14.021, 6.875], [29.299, 16.842, 6.527], [27.882, 15.975, 7.109], [28.403, 17.477, 7.874], [27.961, 15.829, 9.902], [28.158, 14.146, 9.214], [29.382, 14.805, 10.237], [31.248, 17.542, 6.065], [32.206, 18.757, 6.925], [30.576, 18.576, 7.346], [29.774, 18.058, 9.268]],
  "forces_ev_per_a": [[-0.007, -0.295, -0.175], [-1.190, 0.467, 0.259], [0.157, -1.625, 0.503], [0.350, 0.363, -0.491], [-0.145, -0.536, -0.347], [0.087, 1.342, -0.450], [0.839, -0.047, 0.819], [2.891, -0.919, 0.624], [-0.524, -0.946, -0.945], [-1.467, -0.224, -1.264], [0.965, 0.134, -0.126], [-0.383, 0.417, 0.361], [0.088, -0.511, -0.265], [0.294, 0.155, 0.036], [-0.310, -0.110, 0.149], [0.041, -0.312, -0.631], [-0.012, 0.565, 0.989], [0.293, 0.005, -0.442], [-0.240, 0.185, 0.050], [-0.081, 0.346, 0.666], [-0.369, 0.059, 0.101], [0.049, -0.243, 0.080], [-0.426, 0.242, -0.316], [0.016, -0.067, 0.316], [-0.036, -0.181, -0.050], [-0.411, 0.224, -0.264], [-0.160, 0.106, 0.336], [-0.019, 0.009, -0.019], [0.370, -0.274, 0.055], [-0.154, 0.044, -0.058], [-0.506, 1.628, 0.499]],
  "mulliken_charge": [-0.82, -2.02, 1.65, -1.31, -0.63, -1.16, 1.67, 0.03, -0.42, -1.80, -2.04, -1.45, 0.42, 0.46, 0.42, 0.40, 0.42, 0.37, 0.35, 0.43, 0.39, 0.38, 0.49, 0.35, 0.39, 0.39, 0.48, 0.31, 0.41, 0.20, 0.24],
  "de_lowest_kj_mol": 79.2,
  "total_charge": -1
}

=====

{
  "formula": "C9H19IMnNOPt",
  "method": "ωB97M-V with the def2-TZVPD basis set",
  "elements": ["Pt", "Mn", "I", "C", "C", "C", "C", "C", "C", "N", "O", "C", "C", "C", "H", "H", "H", "H", "H", "H", "H", "H", "H", "H", "H", "H", "H", "H", "H", "H", "H", "H", "H"],
  "xyz": [[8.173, 3.925, 28.219], [9.922, 7.608, 24.518], [8.554, 5.222, 25.603], [6.124, 3.364, 21.803], [4.763, 3.984, 22.118], [3.872, 2.768, 22.501], [2.553, 3.073, 23.147], [2.761, 3.999, 24.258], [3.575, 5.331, 24.023], [4.786, 5.004, 23.231], [5.776, 5.935, 23.028], [2.711, 6.318, 23.354], [4.072, 5.894, 25.411], [4.194, 4.507, 20.790], [6.780, 4.170, 21.478], [6.589, 2.937, 22.692], [5.997, 2.558, 21.080], [3.615, 2.108, 21.673], [4.291, 2.078, 23.234], [2.047, 3.607, 22.342], [1.863, 2.285, 23.446], [3.055, 3.373, 25.100], [1.745, 4.261, 24.555], [3.361, 7.070, 22.906], [2.076, 6.842, 24.068], [2.124, 5.957, 22.509], [4.726, 5.187, 25.923], [3.276, 5.949, 26.154], [4.634, 6.828, 25.410], [4.558, 5.507, 20.553], [4.376, 3.825, 19.959], [3.124, 4.701, 20.862], [6.488, 5.730, 23.639]],
  "forces_ev_per_a": [[0.208, 0.264, -0.358], [-0.473, -1.159, 0.770], [0.629, 1.036, -0.271], [0.706, 1.163, 0.971], [-0.853, -2.535, -0.025], [-0.751, -1.860, 1.377], [-0.364, 1.709, -2.525], [-0.767, 0.560, 1.834], [0.592, -1.730, 2.805], [-0.218, -0.896, -2.359], [-1.216, -0.012, 0.176], [-0.059, 1.895, -1.711], [0.316, -0.776, 0.125], [-0.806, 1.932, 0.171], [0.210, -0.344, -0.602], [-0.114, -0.184, 0.155], [0.072, 0.360, -0.066], [0.715, 0.423, -0.594], [1.225, 0.152, -0.069], [-0.832, 0.121, 0.067], [0.621, -0.420, -0.178], [0.936, 0.466, 0.339], [0.081, 0.824, 0.260], [-0.070, 0.413, 0.055], [-0.030, -0.295, 0.026], [-0.123, -0.366, 0.314], [0.307, -0.461, -0.341], [-0.456, 0.336, -0.531], [-0.408, 0.220, -0.483], [0.567, -0.114, -0.203], [0.182, -0.042, 0.336], [-0.119, -0.440, 0.032], [0.290, -0.239, 0.502]],
  "lowdin_spin": [0.97, 4.99, 0.04, 0.01, 0.05, 0.00, 0.00, 0.00, 0.05, 0.64, 0.10, 0.04, 0.02, 0.05, 0.00, 0.00, 0.00, 0.00, 0.00, 0.00, 0.00, 0.00, 0.00, 0.00, 0.01, 0.00, 0.00, 0.00, 0.00, 0.00, 0.01, 0.00, 0.02],
  "de_lowest_kj_mol": 0.0,
  "s2": 15.781,
  "total_charge": 3,
  "multiplicity": 8
}

=====

{
  "formula": "C9H19IN5O2",
  "method": "ωB97M-V with the def2-TZVPD basis set",
  "elements": ["N", "C", "O", "C", "O", "C", "C", "N", "C", "C", "C", "C", "N", "C", "N", "N", "H", "H", "H", "H", "H", "H", "H", "H", "H", "H", "H", "H", "H", "H", "H", "H", "H", "H", "H", "I"],
  "xyz": [[-2.335, -5.447, -1.640], [-2.433, -4.300, -1.548], [-2.609, -3.034, -1.397], [-1.682, -2.259, -2.257], [-1.804, -0.939, -1.995], [-1.556, -0.557, -0.615], [-2.931, -0.205, 0.020], [-3.317, 1.197, 0.059], [-0.597, 0.609, -0.598], [0.860, 0.221, -0.861], [1.796, 1.444, -0.781], [2.972, 1.317, 0.229], [2.781, 0.542, 1.434], [1.978, 1.078, 2.471], [1.910, 0.568, 3.619], [1.175, 2.231, 2.215], [-1.991, -2.424, -3.289], [-0.672, -2.659, -2.122], [-1.154, -1.394, -0.040], [-2.904, -0.558, 1.051], [-3.713, -0.732, -0.524], [-3.222, 1.661, -0.831], [-2.865, 1.715, 0.795], [-0.644, 1.066, 0.392], [-0.890, 1.371, -1.321], [1.178, -0.609, -0.232], [0.887, -0.144, -1.893], [1.201, 2.343, -0.607], [2.244, 1.570, -1.770], [3.822, 0.887, -0.305], [3.278, 2.326, 0.514], [2.606, -0.434, 1.270], [2.541, -0.272, 3.680], [1.480, 2.808, 1.451], [0.193, 2.023, 2.177], [4.359, -1.385, 3.103]],
  "forces_ev_per_a": [[0.079, 0.184, -0.102], [-0.321, -0.341, 0.287], [0.286, 0.035, -0.194], [0.171, 0.178, -0.692], [0.062, -0.175, 0.289], [-0.749, 0.579, 0.115], [0.281, 0.357, 0.066], [-0.383, -0.209, 0.061], [0.605, -0.342, 0.501], [-0.256, 0.333, -0.851], [0.211, -0.495, -0.177], [-0.186, -0.019, -0.079], [-1.201, 1.727, -0.879], [-0.101, -0.553, 0.310], [-0.291, -0.467, 0.273], [0.567, 0.393, -0.050], [-0.073, -0.025, -0.003], [-0.037, -0.051, 0.424], [0.192, -0.155, -0.302], [-0.186, -0.080, 0.006], [0.096, -0.290, 0.087], [0.095, 0.095, 0.018], [0.175, 0.107, -0.131], [-0.079, 0.046, 0.010], [-0.166, -0.029, -0.011], [-0.026, 0.104, 0.205], [0.107, -0.220, 0.061], [-0.021, 0.000, 0.141], [0.035, 0.202, 0.022], [0.042, -0.089, 0.082], [0.157, -0.018, -0.015], [0.498, -0.177, 0.349], [-0.787, 0.952, -0.020], [-0.195, -0.098, -0.200], [-0.047, 0.023, 0.124], [1.448, -1.480, 0.273]],
  "mulliken_charge": [-0.51, 0.57, -0.34, -0.48, -0.38, 0.46, -1.00, -0.63, -0.32, -0.60, -0.72, -1.38, -0.12, 0.49, -0.74, -0.62, 0.39, 0.40, 0.46, 0.35, 0.37, 0.25, 0.29, -0.21, 0.34, 0.47, 0.28, 0.36, 0.46, 0.42, 0.39, 0.37, 0.18, 0.34, 0.22, -0.82],
  "e_tot_ha": -1076.2984,
  "total_charge": -1
}